Formula: C6H7N
Source: OMol25
Level of theory: wB97M-V/def2-TZVPD

Last column: natural (NBO) charge in e.
Atoms and positions in Å:
1 C 0.249 1.197 -0.561  -0.22
2 C -0.473 0.037 -1.077  -0.25
3 C -1.048 -0.720 -1.955  0.42
4 C -0.408 -0.592 0.344  -0.41
5 C 0.262 0.682 0.695  0.05
6 C 1.120 0.894 1.926  -0.65
7 N -1.695 -1.474 -2.609  -0.65
8 H 0.661 2.031 -1.131  0.22
9 H -1.427 -0.764 0.746  0.21
10 H 0.213 -1.478 0.480  0.21
11 H 1.088 1.878 2.183  0.22
12 H 2.095 0.503 1.402  0.24
13 H 0.645 0.191 2.678  0.22
14 H -1.284 -2.386 -3.122  0.38

Properties
Frontier orbital gap   8.43 eV
ΔE to the lowest compared entry with this formula, charge and spin   97.7 kcal/mol
Lowest unoccupied orbital energy   0.89 eV
2S+1   1

Formula: C12H36O12
Source: OMol25
Level of theory: wB97M-V/def2-TZVPD

Last column: natural (NBO) charge in e.
Atoms and positions in Å:
1 C 9.014 12.643 7.871  -0.07
2 C 7.669 12.327 7.181  -0.09
3 O 6.458 12.729 7.824  -0.74
4 O 10.190 12.018 7.297  -0.74
5 H 8.901 12.242 8.879  0.14
6 H 9.228 13.711 7.899  0.18
7 H 7.697 11.247 7.035  0.14
8 H 7.792 12.652 6.148  0.17
9 H 6.001 11.936 8.115  0.50
10 H 10.187 11.079 7.497  0.48
11 C 10.277 9.489 10.105  -0.08
12 C 9.301 10.175 11.081  -0.09
13 O 7.943 9.610 10.939  -0.76
14 O 9.781 9.589 8.831  -0.79
15 H 10.437 8.433 10.322  0.17
16 H 11.259 9.962 10.082  0.18
17 H 9.268 11.233 10.819  0.18
18 H 9.699 10.079 12.091  0.18
19 H 7.466 10.079 10.250  0.48
20 H 9.335 8.761 8.637  0.51
21 C 8.865 5.484 11.745  -0.10
22 C 8.229 6.419 12.736  -0.12
23 O 7.172 5.884 13.518  -0.69
24 O 8.139 5.227 10.571  -0.74
25 H 9.145 4.570 12.270  0.17
26 H 9.784 5.898 11.330  0.18
27 H 7.954 7.363 12.265  0.19
28 H 8.949 6.620 13.530  0.19
29 H 6.444 5.909 12.892  0.45
30 H 7.242 4.971 10.795  0.48
31 C 7.389 11.339 14.006  -0.09
32 C 8.794 11.177 14.641  -0.07
33 O 8.786 11.258 16.032  -0.71
34 O 6.584 10.244 14.390  -0.71
35 H 7.477 11.413 12.922  0.17
36 H 6.886 12.221 14.403  0.17
37 H 9.489 11.954 14.323  0.16
38 H 9.351 10.290 14.339  0.16
39 H 9.641 11.620 16.274  0.47
40 H 5.812 10.311 13.824  0.47
41 C 4.842 8.159 8.905  -0.09
42 C 5.521 9.340 8.153  -0.11
43 O 5.309 10.555 8.837  -0.74
44 O 5.359 8.032 10.180  -0.72
45 H 5.089 7.259 8.341  0.16
46 H 3.753 8.198 8.926  0.18
47 H 5.040 9.512 7.191  0.18
48 H 6.593 9.293 7.957  0.19
49 H 4.420 10.508 9.196  0.48
50 H 6.283 8.276 10.094  0.48
51 C 9.479 7.122 6.368  -0.09
52 C 8.424 6.694 7.365  -0.10
53 O 8.664 7.179 8.695  -0.78
54 O 9.263 8.515 6.068  -0.74
55 H 9.392 6.582 5.425  0.19
56 H 10.515 7.036 6.697  0.18
57 H 8.361 5.606 7.343  0.18
58 H 7.474 7.103 7.024  0.17
59 H 8.432 6.418 9.232  0.52
60 H 9.448 9.120 6.790  0.48

Properties
Frontier orbital gap   9.71 eV
ΔE to the lowest compared entry with this formula, charge and spin   28.9 kcal/mol
Lowest unoccupied orbital energy   0.22 eV
Structure (SMILES)   OCCO.OCCO.OCCO.OCCO.OCCO.OCCO
2S+1   1

Formula: C26H78O13
Source: OMol25
Level of theory: wB97M-V/def2-TZVPD

Last column: Mulliken charge in e.
Atoms and positions in Å:
1 C 3.927 0.511 -3.755  -0.48
2 C 4.290 1.862 -4.316  -0.50
3 O 4.259 2.714 -3.232  -0.47
4 H 4.722 0.082 -3.145  0.12
5 H 3.602 -0.216 -4.499  0.45
6 H 3.130 0.569 -3.015  -0.08
7 H 3.509 2.066 -5.049  0.32
8 H 5.224 1.841 -4.877  0.33
9 H 4.430 3.580 -3.609  0.28
10 C 4.640 -4.030 -1.666  -1.35
11 C 4.716 -2.563 -1.846  -0.33
12 O 3.396 -2.048 -1.749  0.30
13 H 4.050 -4.361 -0.812  0.24
14 H 5.668 -4.379 -1.566  0.39
15 H 4.152 -4.470 -2.536  0.29
16 H 5.116 -2.299 -2.825  0.29
17 H 5.261 -2.011 -1.081  0.45
18 H 3.384 -1.529 -0.941  -0.14
19 C 0.142 -1.961 -5.434  -1.55
20 C 0.632 -1.981 -4.013  1.46
21 O 1.950 -2.501 -3.990  -0.55
22 H -0.810 -1.431 -5.459  0.38
23 H -0.029 -2.967 -5.817  0.36
24 H 0.818 -1.463 -6.129  0.38
25 H -0.077 -2.564 -3.425  -0.53
26 H 0.608 -0.981 -3.578  -0.06
27 H 2.406 -2.271 -3.177  0.23
28 C 2.247 2.578 3.718  -0.45
29 C 1.638 3.752 4.407  -0.82
30 O 0.366 3.465 4.901  2.40
31 H 1.638 2.316 2.853  -0.76
32 H 2.368 1.716 4.374  0.51
33 H 3.151 2.810 3.154  0.29
34 H 1.530 4.585 3.713  0.18
35 H 2.226 4.185 5.217  0.03
36 H 0.432 3.404 5.856  -0.90
37 C -3.220 -1.352 -3.301  0.02
38 C -4.426 -0.470 -3.219  -0.22
39 O -4.967 -0.075 -4.446  -0.59
40 H -3.379 -2.221 -3.940  0.52
41 H -3.061 -1.798 -2.319  -0.25
42 H -2.328 -0.768 -3.522  -0.11
43 H -4.226 0.389 -2.579  -0.13
44 H -5.206 -1.066 -2.746  0.38
45 H -5.363 -0.876 -4.797  0.35
46 C -2.431 2.542 -2.083  -0.53
47 C -3.322 3.006 -0.929  -0.16
48 O -3.379 4.411 -0.991  -0.66
49 H -2.314 1.459 -2.134  -0.34
50 H -1.422 2.873 -1.834  0.24
51 H -2.678 2.977 -3.051  0.51
52 H -3.019 2.694 0.070  -0.10
53 H -4.362 2.704 -1.059  0.61
54 H -4.051 4.666 -0.354  0.32
55 C 0.042 -4.323 -0.652  -0.45
56 C -1.333 -4.201 -1.366  0.40
57 O -2.240 -5.209 -0.844  -0.53
58 H -0.117 -4.118 0.407  0.14
59 H 0.742 -3.588 -1.049  -0.25
60 H 0.440 -5.330 -0.771  0.52
61 H -1.159 -4.310 -2.437  0.34
62 H -1.756 -3.238 -1.082  -0.47
63 H -1.887 -6.037 -1.180  0.32
64 C 3.034 -2.143 1.817  -0.95
65 C 3.560 -0.756 1.558  0.38
66 O 3.369 -0.481 0.214  -0.24
67 H 2.000 -2.204 1.477  -0.10
68 H 3.118 -2.390 2.875  0.46
69 H 3.619 -2.893 1.285  0.27
70 H 4.612 -0.725 1.842  0.47
71 H 3.085 -0.034 2.222  -0.46
72 H 3.615 0.428 0.026  0.10
73 C -3.421 -2.997 1.755  -1.22
74 C -3.699 -1.550 1.447  0.19
75 O -3.118 -1.134 0.253  -0.12
76 H -3.897 -3.640 1.015  0.31
77 H -3.796 -3.272 2.741  0.45
78 H -2.349 -3.198 1.776  0.13
79 H -3.376 -0.947 2.295  -0.11
80 H -4.776 -1.443 1.315  0.32
81 H -2.292 -0.716 0.507  0.15
82 C 1.157 4.245 0.309  -1.26
83 C -0.342 4.551 0.559  0.86
84 O -0.826 5.246 -0.557  -0.68
85 H 1.525 3.407 0.901  0.08
86 H 1.743 5.118 0.592  0.40
87 H 1.431 4.102 -0.736  0.41
88 H -0.320 5.065 1.519  0.27
89 H -0.927 3.635 0.648  -0.45
90 H -1.744 5.018 -0.722  0.51
91 C -0.048 -0.420 -0.794  -0.27
92 C 0.011 0.548 0.317  1.66
93 O -1.108 0.459 1.152  0.86
94 H 0.056 -1.462 -0.492  -0.12
95 H 0.763 -0.296 -1.511  -0.01
96 H -0.976 -0.350 -1.362  -0.42
97 H 0.048 1.551 -0.107  -0.34
98 H 0.946 0.478 0.873  -0.35
99 H -0.904 1.065 1.868  -0.70
100 C -2.959 3.494 3.783  -1.86
101 C -2.493 2.104 3.599  -0.55
102 O -1.187 2.187 3.111  -0.86
103 H -3.924 3.545 4.287  0.44
104 H -3.117 3.974 2.818  0.11
105 H -2.234 4.049 4.379  0.48
106 H -3.035 1.691 2.748  0.11
107 H -2.616 1.456 4.467  0.56
108 H -0.683 2.530 3.852  -0.18
109 C 0.126 -1.506 4.486  -0.80
110 C -1.383 -1.269 4.752  0.34
111 O -1.606 -1.105 6.147  -0.26
112 H 0.394 -2.485 4.884  0.45
113 H 0.804 -0.807 4.974  0.24
114 H 0.445 -1.529 3.444  -0.20
115 H -1.980 -2.128 4.448  0.20
116 H -1.605 -0.423 4.103  -0.48
117 H -1.015 -0.391 6.399  0.15

Properties
Frontier orbital gap (alpha / beta)   1.92 / 9.72 eV
Net charge   -1
ΔE to the lowest compared entry with this formula, charge and spin   5.1 kcal/mol
Lowest unoccupied orbital energy (alpha / beta)   2.14 / 2.09 eV
2S+1   2

Formula: C4H17NO6S
Source: OMol25
Level of theory: wB97M-V/def2-TZVPD

Last column: natural (NBO) charge in e.
Atoms and positions in Å:
1 C -1.491 1.571 1.028  -0.42
2 N -1.270 0.699 -0.135  -0.64
3 C -0.984 -0.779 0.247  -0.18
4 C -1.557 -1.636 -0.867  -0.58
5 S -2.045 -3.261 -0.380  -0.01
6 C 0.490 -0.765 0.490  0.80
7 O 1.139 -1.702 -0.264  -0.68
8 O 1.125 0.028 1.142  -0.65
9 H -1.228 2.595 0.818  0.21
10 H -2.556 1.522 1.258  0.19
11 H -0.916 1.265 1.901  0.19
12 H -0.502 0.971 -0.738  0.39
13 H -1.463 -0.907 1.227  0.24
14 H -0.758 -1.674 -1.624  0.24
15 H -2.313 -1.109 -1.435  0.28
16 H -0.899 -3.895 -0.131  0.13
17 H 2.076 -1.531 -0.083  0.49
18 H 1.953 2.327 -1.836  0.49
19 H 1.135 3.027 -0.703  0.48
20 O 1.074 2.406 -1.436  -0.97
21 H 2.778 -1.269 1.650  0.48
22 H 4.141 -1.644 1.185  0.46
23 O 3.341 -2.062 1.518  -0.94
24 H -3.191 0.503 -0.871  0.48
25 H -4.576 0.104 -0.381  0.46
26 O -4.113 0.421 -1.174  -0.96
27 H 4.221 1.411 -0.230  0.46
28 H 2.872 1.333 -0.041  0.47
29 O 3.514 2.049 -0.132  -0.93

Properties
Frontier orbital gap   9.13 eV
ΔE to the lowest compared entry with this formula, charge and spin   16.5 kcal/mol
Lowest unoccupied orbital energy   -0.10 eV
Structure (SMILES)   CN[C@@H](CS)C(=O)O.O.O.O.O
2S+1   1

Number 1: strongest force on any atom 5.5 eV/Å. Number 2: strongest force on any atom 2.2 eV/Å. Number 3: strongest force on any atom 2.4 eV/Å. Number 4: strongest force on any atom 3.5 eV/Å.